# C22H18N4O4

One molecule with the formula C22H18N4O4 in a non-equilibrium geometry (wB97M-V/def2-TZVPD, the OMol25 dataset).

Computed properties:
LUMO level = -0.911 eV
HOMO level = -7.6505 eV
DFT total energy = -1368.4376 Ha
energy relative to the best compared isomer or geometry (same formula, charge and spin) = 462.05 kcal/mol
charge = 0
SMILES = COc1ccc(OC)c(Nc2nc(-c3cccc([N+](=O)[O-])c3)nc3ccccc23)c1

Geometry as XYZ:
```
48
Properties=species:S:1:pos:R:3:forces:R:3:nbo_charge:R:1
C -2.468 -4.354 -0.808 4.7 -1.4 -2.2 -0.2690
O -1.692 -3.030 -1.030 -8.4 -4.3 -0.7 -0.4754
C -0.509 -3.070 -0.602 -2.9 -2.0 -0.9 0.3055
C 0.164 -4.080 -0.254 4.5 -7.7 2.7 -0.3230
C 1.513 -3.873 0.108 -3.9 -3.7 -0.4 -0.2837
C 1.992 -2.754 0.398 1.6 10.9 -2.5 0.2399
O 3.270 -2.219 0.494 2.5 -6.0 2.1 -0.5522
C 4.244 -3.549 0.873 -0.5 8.0 7.7 -0.2843
C 1.227 -1.622 -0.114 0.4 -2.3 -0.2 0.2074
N 1.915 -0.439 -0.086 -11.7 3.0 -0.5 -0.5642
C 1.254 0.885 -0.022 6.7 -3.5 -0.9 0.4043
N 0.080 1.123 -0.148 -8.9 -1.3 1.8 -0.4996
C -0.633 2.270 0.062 1.0 -2.6 -4.0 0.4480
C -2.105 2.197 -0.137 1.3 0.6 1.1 -0.1394
C -2.758 3.406 -0.414 -2.5 2.1 2.7 -0.1641
C -4.128 3.606 -0.178 1.8 -10.6 -0.2 -0.1606
C -4.897 2.170 0.050 -0.1 2.9 0.3 -0.0831
C -4.171 0.940 0.268 1.4 6.4 -0.4 -0.0532
N -4.787 -0.225 0.743 -14.3 12.8 -4.9 0.5383
O -6.210 -0.070 0.661 5.1 -0.8 0.6 -0.5678
O -4.330 -1.145 1.006 7.7 -13.5 4.3 -0.2054
C -2.732 1.087 0.285 -2.0 -5.6 -0.3 -0.1278
N -0.031 3.372 -0.157 -0.8 3.7 2.2 -0.4831
C 1.249 3.446 0.079 5.5 -2.7 -2.9 0.2624
C 2.061 4.687 -0.018 -4.6 -2.6 0.9 -0.2282
C 3.372 4.633 0.098 3.5 0.4 -2.7 -0.1991
C 4.152 3.552 -0.323 -1.8 -6.1 4.2 -0.2268
C 3.582 2.199 -0.094 -7.5 7.3 -1.7 -0.1131
C 2.107 1.947 -0.085 3.2 8.6 2.1 -0.1181
C 0.010 -1.931 -0.734 6.7 11.1 2.0 -0.3099
H -3.389 -4.171 -1.210 -2.4 0.5 -0.6 0.1962
H -2.440 -4.824 0.183 0.0 1.1 0.1 0.1990
H -1.942 -5.260 -1.506 -1.3 2.7 1.6 0.1713
H -0.133 -5.156 -0.144 -0.2 1.4 -0.4 0.2188
H 2.061 -4.546 0.557 2.5 -5.0 1.3 0.2002
H 5.201 -2.816 1.255 -2.3 -2.7 -1.6 0.2207
H 4.346 -4.110 0.051 0.3 -2.3 -2.7 0.1857
H 3.772 -3.909 2.002 1.3 0.4 -3.9 0.2213
H 2.773 -0.255 -0.063 8.8 0.2 0.4 0.3846
H -2.230 4.321 -0.177 0.8 0.0 -1.3 0.2441
H -4.729 4.363 -0.382 -2.2 3.6 -0.5 0.2039
H -6.058 2.339 0.168 2.7 -1.1 -0.3 0.2583
H -2.278 -0.011 0.482 -0.1 3.1 -0.2 0.2605
H 1.501 5.595 -0.118 -0.2 0.4 0.3 0.2260
H 4.005 5.481 -0.002 -0.2 1.5 0.6 0.2139
H 5.154 3.372 0.029 1.0 1.2 -0.8 0.2158
H 4.113 1.424 -0.122 4.9 -6.1 -0.2 0.1616
H -0.467 -0.995 -0.922 -1.1 -0.1 -1.0 0.2435
```
Positions in Å, forces in eV/Å.